Entry from the OMol25 dataset: a cluster of 3 separate species, C8H17N2O4P2S in total at a distorted geometry (wB97M-V/def2-TZVPD).

Each line ends with the Löwdin charge.
Geometry (Å):
N: -2.59753 2.91183 -2.69927  -0.3554
P: -1.56818 2.00036 -1.89729  0.3686
N: -0.01483 2.24310 -2.23012  -0.5592
P: 0.22707 2.33729 -3.80993  0.0312
S: -0.12133 0.74733 -4.92346  -0.1101
H: -3.22113 2.29180 -3.21093  -0.0847
H: -1.86711 0.62683 -2.06615  -0.0264
H: -1.63308 2.25337 -0.52595  -0.0504
H: -0.43615 3.46375 -4.32528  -0.0621
H: 1.58616 2.67617 -3.92601  -0.0704
O: -0.22544 0.64268 0.49911  0.0849
C: -0.11782 0.82856 1.66836  -0.4649
O: 0.74308 0.12334 2.46166  0.0078
C: 0.56870 0.50027 3.83582  -0.1645
C: -0.06880 1.88435 3.79603  -0.1578
C: -0.90136 1.81455 2.51600  -0.0740
H: -0.07526 -0.23907 4.31855  0.1234
H: 1.53764 0.49669 4.32973  0.1207
H: -0.64433 2.11696 4.69025  0.1110
H: 0.70571 2.64452 3.68773  0.1165
H: -1.89678 1.40589 2.69429  0.1317
H: -0.97735 2.77352 2.01253  0.1225
O: 1.08324 -5.66708 -0.58639  0.0968
C: 1.08442 -4.47017 -0.51128  -0.4971
O: 2.07214 -3.78110 0.10241  0.0173
C: 1.74760 -2.36963 0.13103  -0.1452
C: 0.75070 -2.16743 -0.99604  -0.1437
C: 0.02257 -3.51030 -1.01739  -0.0714
H: 1.32463 -2.13276 1.10814  0.1106
H: 2.65774 -1.79159 -0.00455  0.1257
H: 0.10306 -1.31000 -0.84360  0.0927
H: 1.27901 -2.02291 -1.93873  0.1243
H: -0.82151 -3.53030 -0.32538  0.1277
H: -0.30547 -3.79082 -2.01390  0.1237

The calculation puts the HOMO-LUMO gap at 6.535 eV. As for the charge: -1. As for the relative energy (zero: lowest compared OMol25 entry of this formula, charge and spin): 26.1 kJ/mol.


Entry from the OMol25 dataset: the ion C8H17N2S with charge +1 at a distorted geometry (wB97M-V/def2-TZVPD).

Each line ends with the Löwdin charge.
Geometry (Å):
C: -0.55915 -1.71851 0.90039  -0.0702
C: -1.57306 -2.12585 -0.04572  -0.6404
C: -0.20745 0.62858 0.61047  -0.3261
C: -1.76763 -3.55044 -0.21663  -0.1354
C: 1.87349 1.72221 1.09407  -0.0307
C: 0.53665 2.69141 -0.88677  -0.0042
C: 1.72170 0.44653 -1.07744  -0.0580
C: 0.97392 1.38124 -0.12126  -0.4558
N: -0.04784 -0.57166 0.92539  0.1577
N: -1.16131 1.35595 1.22439  0.2301
S: -1.27507 -1.20904 -1.68915  0.8283
H: -0.06861 -2.41911 1.49574  0.1375
H: -2.53353 -1.64515 0.17274  0.1179
H: -0.97834 -4.17625 -0.63017  0.0971
H: -2.74936 -3.66160 -0.67166  0.0867
H: -2.12363 -3.97908 0.82768  0.1405
H: 2.73893 2.24406 0.78640  0.0835
H: 2.30973 0.89533 1.55954  0.0741
H: 1.46316 2.40573 1.79626  0.0869
H: -0.44386 3.08798 -0.61732  0.0692
H: 1.13985 3.56925 -0.77271  0.0883
H: 0.37487 2.46281 -1.91328  0.0747
H: 2.52969 1.12389 -1.46828  0.1192
H: 0.99237 0.14930 -1.88114  0.0480
H: 2.12491 -0.42677 -0.54680  0.0911
H: -1.78834 0.80407 1.81704  0.1426
H: -0.05563 -1.80227 -1.69183  -0.0892
H: -1.44646 2.31738 1.02006  0.1366

The calculation puts the HOMO-LUMO gap at 8.975 eV. The structure (SMILES) is C[C@H](S)/C=N\C(=[NH2+])C(C)(C)C. As for the charge: +1. As for the relative energy (zero: lowest compared OMol25 entry of this formula, charge and spin): 126.6 kJ/mol.